A 11-piece molecular cluster, C14H38N10O22 overall in a non-equilibrium geometry. Source: the OMol25 dataset; level of theory: ωB97M-V with the def2-TZVPD basis set.

Geometry as ORCA input:
```
! RIJCOSX wB97M-V def2-TZVPD def2/J DEFGRID3
* xyz -1 2
C 1.4726 -3.6379 2.4213
N 1.6905 -4.6315 1.3453
O 2.7398 -4.7152 0.7548
O 0.7763 -5.4485 1.2304
H 2.2689 -3.8166 3.1439
H 0.5433 -3.6818 2.9893
H 1.6199 -2.6592 1.9647
C 0.1289 -5.9543 -2.0800
N 0.0706 -4.4294 -2.2149
O 0.2357 -3.9023 -3.2779
O 0.0124 -3.7911 -1.2616
H 0.5754 -6.4982 -2.9123
H -0.9210 -6.2300 -1.9803
H 0.6590 -6.4116 -1.2446
C -3.1619 -2.4631 -3.5753
N -3.4347 -3.9358 -3.4095
O -2.5462 -4.7250 -3.6300
O -4.3619 -4.2082 -2.7328
H -2.6005 -2.2939 -4.4942
H -2.4204 -2.2655 -2.8013
H -4.0553 -1.8610 -3.4096
C -2.2826 -4.3403 0.7341
N -3.4306 -4.0096 1.6386
O -3.6767 -4.7406 2.5907
O -4.0314 -2.9486 1.3650
H -1.5543 -3.5589 0.9512
H -2.6900 -4.1927 -0.2661
H -1.9961 -5.3799 0.8936
C -0.4265 3.4220 -0.4609
N -0.1524 4.8477 -0.8350
O -0.9029 5.7010 -0.3984
O 0.9404 5.0427 -1.3313
H 0.4834 2.8468 -0.6322
H -1.2849 3.2494 -1.1100
H -0.7774 3.5094 0.5674
C -0.2516 1.0493 -5.9404
N 0.0309 2.4057 -5.5089
O 0.8457 2.6465 -4.6055
O -0.6128 3.2255 -6.1493
H 0.7197 0.6783 -6.2677
H -0.9720 1.1369 -6.7537
H -0.7634 0.5704 -5.1057
C -0.6682 -0.5820 -0.2430
N 0.0057 0.2270 -1.2931
O -0.3833 0.2706 -2.4964
O 1.0803 0.6755 -0.9732
H 0.0819 -1.2988 0.0914
H -1.5433 -1.0521 -0.6916
H -0.9556 0.1060 0.5521
C 0.4715 2.2085 5.2490
N 0.5051 2.0734 3.7406
O -0.2376 1.2800 3.1923
O 1.2746 2.7961 3.1091
H 1.4757 2.2810 5.6666
H 0.0204 1.3081 5.6661
H -0.1038 3.1034 5.4864
C -3.5981 2.3589 2.2377
N -3.2080 1.1082 2.7779
O -3.4469 0.0925 2.1266
O -2.8150 1.0769 3.9065
H -4.4165 2.6666 2.8886
H -3.9571 2.0578 1.2535
H -2.8212 3.0970 2.0383
C -1.4763 -1.4123 5.1607
N -0.5019 -1.4356 4.0792
O -0.8290 -1.5941 2.8826
O 0.6519 -1.2369 4.4868
H -2.4609 -1.2991 4.7070
H -1.2479 -0.6870 5.9416
H -1.4709 -2.3759 5.6701
O 6.6219 4.7334 -0.7010
C 5.5024 5.2733 -0.7863
O 4.3237 4.5766 -0.9692
C 4.2752 3.1558 -0.7837
C 3.5983 2.4470 -1.9701
C 5.1429 6.7520 -0.7694
H 3.5528 2.8910 -0.0117
H 5.2670 2.8265 -0.4738
H 4.2799 2.4482 -2.8207
H 2.5678 2.7458 -2.1621
H 3.5799 1.3718 -1.7921
H 5.1448 7.1331 0.2518
H 4.1848 7.0196 -1.2151
H 6.0274 7.2112 -1.2107
*
```

## Properties
**Molecular weight**: 698.51 g/mol
**E_LUMO (spin up / spin down)**: 1.81 / 1.81 eV
**DFT total energy**: -75050.940 eV
**Kohn-Sham gap (spin up / spin down)**: 3.25 / 6.84 eV
**Expectation value of S²**: 0.7536